[1]
# C35H43ClEuN2Si2

A molecular structure, C35H43ClEuN2Si2 in a non-equilibrium geometry (wB97M-V/def2-TZVPD, the Open Molecules 2025 dataset).

Cartesian coordinates (Å):
C 0.5205 0.0138 2.0857
C 1.3295 1.1010 1.6316
C 0.4724 2.2146 1.3768
H 2.4201 1.0909 1.5165
C -0.8665 1.8128 1.6704
C -0.8381 0.4609 2.1137
H -1.6932 -0.1120 2.4742
H 0.8785 -0.9654 2.4150
H 0.7792 3.2099 1.0507
H -1.7548 2.4442 1.5927
Eu -0.0619 0.4190 -0.5934
Si 0.3420 5.8771 -4.1871
C 1.1505 5.8227 -5.8968
C 0.4402 5.5307 -7.0758
H -0.6317 5.3088 -7.0366
C 1.1022 5.5277 -8.3139
H 0.5424 5.3223 -9.2302
C 2.4731 5.8043 -8.3745
H 2.9826 5.8243 -9.3369
C 3.1900 6.0397 -7.1974
H 4.2604 6.2438 -7.2370
C 2.5365 6.0288 -5.9627
H 3.0942 6.1956 -5.0373
C -1.2504 6.8676 -4.4403
C -1.1033 8.1658 -4.9544
H -0.1054 8.5459 -5.1996
C -2.2231 8.9817 -5.1603
H -2.0899 9.9976 -5.5362
C -3.5039 8.4991 -4.8764
H -4.3776 9.1392 -5.0162
C -3.6671 7.1918 -4.4083
H -4.6682 6.8008 -4.1917
C -2.5489 6.3777 -4.2000
H -2.6964 5.3482 -3.8500
H 1.2557 6.5144 -3.2176
Si -0.5215 3.5760 -3.9314
C -1.0197 4.1171 -2.1560
C -0.1810 4.9316 -1.3639
H 0.8579 5.1546 -1.6427
C -0.6409 5.4873 -0.1648
H 0.0091 6.1682 0.3912
C -1.9114 5.1739 0.3065
H -2.2772 5.6289 1.2275
C -2.6986 4.2660 -0.4052
H -3.6712 3.9728 -0.0207
C -2.2536 3.7286 -1.6159
H -2.8474 2.9696 -2.1303
C 1.2312 2.8871 -3.6243
C 1.8053 2.7485 -2.3461
H 1.1934 2.8478 -1.4341
C 3.1888 2.5733 -2.2083
H 3.6186 2.5388 -1.2037
C 3.9993 2.4555 -3.3369
H 5.0795 2.3612 -3.2249
C 3.4124 2.4594 -4.6039
H 4.0322 2.3303 -5.4903
C 2.0366 2.6406 -4.7481
H 1.5930 2.6291 -5.7472
H -1.3902 2.4881 -4.4533
Cl -1.2242 0.6405 -2.9599
C 1.9577 -0.7610 -3.0318
N 1.3568 -1.3105 -1.8073
C 2.3812 -1.5078 -0.7635
C 0.6195 -2.5606 -2.1113
C -0.2743 -3.0229 -0.9593
N -1.3320 -2.0405 -0.6239
C -2.3817 -1.9988 -1.6612
C -1.9591 -2.3896 0.6593
H 2.5187 0.1482 -2.7953
H 2.6387 -1.4968 -3.4981
H 1.1556 -0.4923 -3.7331
H 3.1211 -2.2695 -1.0775
H 2.9086 -0.5558 -0.5825
H 1.9165 -1.8355 0.1803
H 0.0289 -2.3964 -3.0215
H 1.3515 -3.3654 -2.3148
H -0.7562 -3.9702 -1.2727
H 0.3242 -3.2228 -0.0590
H -2.8195 -3.0016 -1.8246
H -3.1666 -1.2983 -1.3411
H -1.9663 -1.6106 -2.5951
H -1.1998 -2.4446 1.4488
H -2.6997 -1.6225 0.9235
H -2.4702 -3.3658 0.5842

Force components x, y, z for each atom (eV/Å):
-0.1 0.4 -0.3
-0.2 -0.2 -0.1
-0.2 -0.4 -0.1
-0.5 0.0 0.2
0.2 -0.2 -0.1
0.4 0.2 -0.5
0.3 0.2 -0.2
-0.1 0.4 -0.1
-0.1 -0.3 0.1
0.4 -0.2 0.0
-0.7 -0.2 -0.3
-1.8 -0.7 -2.6
0.5 0.0 0.3
0.4 0.1 -0.2
0.3 0.2 0.0
-0.1 0.0 0.4
0.2 0.1 0.3
-0.1 0.0 0.3
-0.1 0.0 0.2
0.0 0.0 -0.1
-0.3 -0.1 -0.1
-0.2 0.1 -0.5
-0.1 0.0 -0.3
0.0 0.2 0.2
-0.5 0.2 0.1
-0.4 -0.1 0.1
0.1 -0.2 0.0
-0.1 -0.3 0.1
0.1 -0.1 0.1
0.3 -0.2 0.0
0.1 -0.1 0.0
0.4 0.2 -0.1
0.2 0.3 -0.1
0.0 0.5 0.0
0.1 -0.3 0.0
1.7 1.1 2.1
-0.1 -1.0 0.3
-0.3 0.2 0.3
-0.7 -0.1 -0.1
0.2 -0.2 -0.2
-0.2 -0.3 -0.1
-0.2 -0.1 -0.1
0.1 -0.2 -0.2
0.0 0.0 0.1
0.1 0.1 0.0
0.2 0.2 0.4
0.0 0.4 0.0
-0.3 -0.7 -0.1
0.4 -0.1 -0.3
0.2 0.2 -0.4
-0.2 -0.2 0.2
0.0 0.0 -0.3
-0.1 0.1 0.1
-0.3 0.0 -0.1
0.0 -0.2 0.0
-0.1 0.0 0.2
0.3 0.2 0.4
0.2 0.2 0.2
-0.1 1.0 -0.6
0.3 -0.3 1.0
0.0 0.0 -0.4
-0.4 0.2 0.5
0.2 -0.3 -0.1
0.2 -0.1 0.3
-0.3 -0.1 -0.4
0.5 0.7 0.2
-0.1 -0.1 -0.2
-0.1 -0.2 0.1
0.0 -0.2 -0.1
-0.2 0.2 0.1
0.3 -0.1 0.2
-0.2 0.3 0.2
-0.1 -0.3 -0.1
0.2 0.1 -0.3
0.2 0.0 0.2
-0.2 0.2 -0.1
0.2 0.2 0.2
-0.2 0.0 -0.2
0.1 0.3 0.2
0.2 -0.3 -0.1
-0.3 -0.3 0.3
-0.2 0.0 -0.2
0.2 -0.3 -0.1
0.1 0.2 0.1

Values from the calculation:
maximum force = 3.2 eV/Å
ΔE to the lowest compared entry with this formula, charge and spin = 42.56 kJ/mol
energy = -87574.4977 eV
expectation value of S² = 12.025
multiplicity = 7
charge = +1

Here are the Mulliken charges for atoms 1 to 8, given in e:
1. C -0.50
2. C -0.93
3. C -0.56
4. H 0.58
5. C -0.40
6. C -0.85
7. H 0.65
8. H 0.55

***

[2]
# C35H43ClN2O7PbSb

A molecular structure, C35H43ClN2O7PbSb (wB97M-V/def2-TZVPD, the Open Molecules 2025 dataset).

Cartesian coordinates (Å):
Pb -0.5983 -0.8916 1.3147
C 4.1338 -2.3988 6.3267
O 3.3457 -1.3300 6.8542
C 2.4049 -0.8003 6.0632
C 1.6829 0.2798 6.6339
C 0.7521 0.9040 5.8767
C 0.4452 0.5083 4.5372
C -0.4289 1.3271 3.7701
C -1.0225 2.5897 4.3474
O -0.7598 1.0945 2.5746
C 1.1101 -0.6481 4.0190
O 0.8638 -1.2075 2.8673
C 2.1252 -1.2484 4.7918
H 4.8436 -2.6614 7.1021
H 4.6652 -2.0743 5.4318
H 3.5079 -3.2611 6.0955
H 1.9036 0.5855 7.6474
H 0.2177 1.7366 6.3136
H -1.7791 2.3400 5.0952
H -1.4940 3.1485 3.5420
H -0.2735 3.2166 4.8287
H 2.6391 -2.0858 4.3462
O 2.7739 0.9793 0.2583
C 2.4105 -0.0194 -0.3252
N 3.1050 -0.6994 -1.2866
C 2.3980 -1.8659 -1.7920
C 1.1524 -1.8017 -0.8791
O 0.2458 -2.6262 -0.8407
N 1.1885 -0.6808 -0.1286
C 1.9197 -1.6930 -3.2416
C 1.0768 -2.6501 -3.8077
C 0.6371 -2.5079 -5.1149
C 1.0390 -1.4142 -5.8783
C 1.8800 -0.4647 -5.3200
C 2.3145 -0.6021 -4.0032
C 3.2084 -3.1382 -1.5763
C 3.1841 -3.7900 -0.3460
C 3.9611 -4.9177 -0.1333
C 4.7734 -5.4051 -1.1488
C 4.8081 -4.7554 -2.3737
C 4.0253 -3.6282 -2.5877
H 4.0710 -0.4972 -1.4767
H 0.7744 -3.5091 -3.2199
H -0.0107 -3.2613 -5.5471
H 0.7036 -1.3106 -6.9034
H 2.2081 0.3845 -5.9073
H 2.9602 0.1522 -3.5721
H 2.5556 -3.4192 0.4571
H 3.9294 -5.4195 0.8258
H 5.3751 -6.2906 -0.9862
H 5.4389 -5.1296 -3.1700
H 4.0510 -3.1325 -3.5516
Cl 1.0712 4.0285 -0.6112
C 0.4493 3.1105 0.8067
C -0.9552 2.7137 0.4659
O -1.9499 3.3534 0.7425
O -1.0955 1.6286 -0.3134
H 0.4366 3.7781 1.6589
H 1.1124 2.2601 0.9395
C -3.9746 4.6416 -0.8702
C -3.5802 3.5819 -1.8873
C -2.5071 4.0325 -2.8765
Sb -2.9660 1.7333 -1.0410
C -2.5306 0.3640 -2.6066
C -2.7241 -1.0731 -2.1207
C -1.1187 0.6187 -3.1383
C -4.2512 0.8448 0.3819
C -5.6133 0.7286 -0.3088
C -4.2898 1.6056 1.7056
H -4.4212 5.4743 -1.4218
H -3.1165 5.0156 -0.3220
H -4.7148 4.2898 -0.1520
H -4.4686 3.2170 -2.4160
H -1.5815 4.3094 -2.3645
H -2.8746 4.9180 -3.4011
H -2.2797 3.2800 -3.6305
H -3.2757 0.6076 -3.3695
H -1.9344 -1.3750 -1.4304
H -2.6499 -1.7449 -2.9795
H -3.6940 -1.2502 -1.6511
H -0.3643 0.3807 -2.3901
H -0.9532 1.6467 -3.4620
H -0.9512 -0.0355 -3.9981
H -3.8030 -0.1411 0.5194
H -6.0600 1.7119 -0.4814
H -6.2949 0.1748 0.3400
H -5.5713 0.1965 -1.2623
H -4.6634 2.6222 1.5815
H -3.3112 1.6615 2.1832
H -4.9726 1.0801 2.3789

Force components x, y, z for each atom (eV/Å):
0.1 -0.1 0.0
-0.1 0.1 0.0
0.1 -0.1 -0.1
0.1 0.0 0.1
0.0 -0.1 0.0
-0.1 0.1 -0.1
-0.1 0.1 0.1
0.1 0.0 0.1
0.1 0.0 0.0
-0.1 -0.1 -0.3
0.1 -0.1 -0.1
0.1 0.0 0.1
-0.1 0.0 0.0
0.0 0.0 0.1
0.0 0.0 0.0
0.0 0.0 0.0
0.0 0.0 0.0
0.0 0.0 0.0
0.0 0.0 0.0
0.0 0.0 0.0
0.0 0.0 0.0
0.0 0.0 0.0
-0.1 0.1 0.1
-0.1 -0.1 0.1
-0.1 0.0 -0.1
0.0 0.1 0.0
0.1 0.1 -0.1
-0.1 0.0 0.1
0.0 0.0 0.0
0.1 0.0 0.1
0.0 0.0 0.0
0.0 0.0 0.0
0.0 0.0 0.1
0.0 0.0 0.1
-0.1 0.1 -0.1
-0.1 -0.1 0.0
0.0 0.0 0.0
0.0 0.0 0.0
0.0 0.0 0.0
0.0 0.0 0.0
0.0 0.0 0.0
0.0 0.0 0.0
0.0 0.0 0.0
0.0 0.0 0.0
0.0 0.0 0.0
0.0 0.0 0.0
0.0 0.0 0.0
0.0 0.0 0.0
0.0 0.0 0.0
0.0 0.0 0.0
0.0 0.0 0.0
0.0 0.0 0.0
-0.2 -0.1 0.2
0.1 0.1 -0.2
0.1 -0.3 -0.3
-0.1 0.1 0.1
0.1 0.5 0.2
0.0 0.0 0.1
0.0 -0.1 0.0
-0.2 0.2 -0.2
0.1 -0.1 0.1
-0.1 0.3 0.0
0.4 -0.2 0.2
-0.1 0.0 0.1
0.1 -0.1 -0.2
0.0 -0.2 -0.1
0.0 0.2 0.1
-0.1 0.0 0.2
-0.1 -0.2 0.0
0.0 0.0 0.1
0.0 0.0 0.0
0.0 0.0 0.0
0.0 0.1 -0.1
-0.1 0.0 0.0
0.1 0.0 0.0
0.0 0.0 0.0
0.0 0.0 -0.1
0.0 0.0 0.0
0.0 0.0 0.0
0.0 0.0 0.0
0.0 0.0 0.0
0.0 0.0 0.0
0.1 0.0 0.0
-0.1 -0.1 0.0
0.0 0.0 0.0
0.0 0.0 0.0
0.0 0.0 0.0
0.0 0.0 0.0
0.0 0.0 -0.1
0.0 0.0 0.0

Values from the calculation:
maximum force = 0.5 eV/Å
ΔE to the lowest compared entry with this formula, charge and spin = 51.36 kJ/mol
energy = -78609.8866 eV
charge = +1

Here are the Mulliken charges for atoms 1 to 8, given in e:
1. Pb 1.33
2. C -0.81
3. O -0.43
4. C 1.00
5. C -1.01
6. C -0.92
7. C 0.08
8. C 0.87